# 1
Density functional theory data (ωB97M-V/def2-TZVPD) for a cluster of 6 separate species, C52H66N6O11P in total in a non-equilibrium geometry.

Cartesian coordinates (Å):
1 C 4.759 3.158 3.110
2 O 5.831 3.042 2.147
3 C 5.416 3.573 0.845
4 C 5.157 2.386 -0.242
5 C 5.360 0.916 0.364
6 C 5.340 -0.130 -0.888
7 C 4.112 -1.195 -0.765
8 C 2.729 -0.474 -1.185
9 C 1.436 -1.094 -0.437
10 C 0.127 -0.796 -1.318
11 C -1.204 -0.644 -0.413
12 C -2.224 -1.889 -0.616
13 C -3.247 -1.975 0.615
14 C -4.131 -0.621 0.548
15 C -3.786 0.450 1.700
16 C -4.835 1.710 1.720
17 C -5.617 1.845 0.330
18 N -6.390 3.115 0.165
19 C -7.819 2.993 0.276
20 C -8.303 4.440 0.017
21 C -7.024 5.312 -0.239
22 C -5.766 4.376 -0.128
23 P -4.433 -3.372 0.179
24 C -5.654 -2.845 -1.225
25 C -5.603 -3.689 1.664
26 H 4.848 2.283 3.861
27 H 4.910 4.122 3.734
28 H 3.717 3.085 2.651
29 H 4.476 4.234 0.958
30 H 6.268 4.274 0.506
31 H 4.126 2.566 -0.707
32 H 5.924 2.534 -1.092
33 H 4.551 0.610 1.108
34 H 6.410 0.853 0.826
35 H 5.265 0.433 -1.883
36 H 6.292 -0.787 -0.864
37 H 4.326 -2.122 -1.417
38 H 4.095 -1.576 0.318
39 H 2.570 -0.554 -2.334
40 H 2.753 0.645 -0.903
41 H 1.627 -2.226 -0.325
42 H 1.354 -0.569 0.585
43 H 0.297 0.219 -1.836
44 H -0.089 -1.626 -2.086
45 H -0.946 -0.625 0.708
46 H -1.747 0.346 -0.631
47 H -2.799 -1.654 -1.604
48 H -1.655 -2.867 -0.828
49 H -5.229 -0.942 0.740
50 H -3.992 -0.197 -0.522
51 H -3.696 -0.002 2.744
52 H -2.765 0.916 1.454
53 H -5.609 1.470 2.544
54 H -4.292 2.688 2.002
55 H -4.816 1.847 -0.504
56 H -6.338 0.978 0.131
57 H -8.383 2.034 0.481
58 H -9.392 4.796 -0.014
59 H -7.038 6.422 -0.490
60 H -4.670 4.623 -0.262
61 H -5.369 -1.817 -1.673
62 H -5.707 -3.616 -2.062
63 H -6.711 -2.715 -0.782
64 H -5.032 -4.369 2.376
65 H -6.523 -4.224 1.212
66 H -5.889 -2.673 2.104
67 C 2.477 1.926 8.740
68 C 1.296 2.523 8.308
69 C 0.932 2.455 6.967
70 C 1.757 1.783 6.068
71 C 2.944 1.190 6.492
72 C 3.302 1.265 7.835
73 N 1.365 1.688 4.659
74 O 0.327 2.237 4.320
75 O 2.096 1.063 3.905
76 H 2.755 1.976 9.788
77 H 0.662 3.033 9.012
78 H 0.009 2.924 6.643
79 H 3.594 0.669 5.797
80 H 4.223 0.804 8.176
81 C 0.662 -3.331 -6.833
82 C 0.409 -2.537 -5.718
83 C 1.424 -1.759 -5.172
84 C 2.690 -1.781 -5.755
85 C 2.952 -2.580 -6.867
86 C 1.931 -3.356 -7.404
87 N 3.755 -0.944 -5.198
88 O 3.489 -0.273 -4.211
89 O 4.845 -0.961 -5.751
90 H -0.135 -3.933 -7.259
91 H -0.582 -2.522 -5.276
92 H 1.214 -1.145 -4.303
93 H 3.935 -2.606 -7.323
94 H 2.122 -3.978 -8.269
95 C -0.871 8.956 7.033
96 C -1.852 8.023 7.353
97 C -1.498 6.810 7.934
98 C -0.155 6.544 8.194
99 C 0.834 7.471 7.869
100 C 0.470 8.680 7.286
101 N 0.221 5.279 8.828
102 O -0.674 4.484 9.081
103 O 1.409 5.095 9.071
104 H -1.152 9.904 6.585
105 H -2.896 8.243 7.152
106 H -2.272 6.092 8.178
107 H 1.881 7.269 8.064
108 H 1.231 9.410 7.032
109 C 3.739 -5.301 3.569
110 C 2.559 -4.710 3.127
111 C 2.198 -4.791 1.786
112 C 3.027 -5.473 0.897
113 C 4.213 -6.060 1.331
114 C 4.567 -5.971 2.673
115 N 2.638 -5.582 -0.511
116 O 1.601 -5.037 -0.854
117 O 3.371 -6.214 -1.260
118 H 4.014 -5.240 4.618
119 H 1.918 -4.188 3.829
120 H 1.276 -4.327 1.455
121 H 4.865 -6.587 0.643
122 H 5.487 -6.427 3.022
123 C -3.447 -3.564 -12.365
124 C -2.516 -2.561 -12.113
125 C -1.351 -2.853 -11.413
126 C -1.126 -4.156 -10.973
127 C -2.058 -5.163 -11.216
128 C -3.222 -4.861 -11.915
129 N 0.111 -4.473 -10.257
130 O 0.897 -3.561 -10.045
131 O 0.291 -5.633 -9.914
132 H -4.354 -3.334 -12.917
133 H -2.698 -1.551 -12.466
134 H -0.633 -2.063 -11.223
135 H -1.892 -6.178 -10.873
136 H -3.952 -5.639 -12.111

Summary:
- Multiplicity: 1
- Total charge: -1
- E_HOMO: -2.53 eV


# 2
Density functional theory data (ωB97M-V/def2-TZVPD) for a structure of composition C41H41FP2Sr in a non-equilibrium geometry.

Cartesian coordinates (Å):
1 Sr -0.427 1.950 0.016
2 C -0.844 1.595 6.443
3 C -0.274 0.978 5.384
4 C -0.593 -0.396 4.868
5 C -1.480 -0.440 3.608
6 C -2.929 -0.135 3.836
7 C -3.540 0.319 4.941
8 C -3.077 0.269 6.362
9 C -2.263 1.486 6.884
10 C -2.545 3.243 -0.044
11 H -0.245 2.320 6.978
12 H 0.600 1.459 4.928
13 H -1.076 -1.016 5.635
14 H 0.350 -0.915 4.607
15 H -1.063 0.229 2.820
16 H -1.382 -1.449 3.177
17 H -3.535 -0.258 2.934
18 H -4.576 0.685 4.829
19 H -2.566 -0.660 6.647
20 H -4.012 0.298 6.939
21 H -2.781 2.421 6.605
22 H -2.284 1.454 7.986
23 H -2.328 4.015 0.732
24 H -3.584 2.982 0.133
25 H -2.504 3.684 -1.046
26 P 2.846 -0.447 -2.575
27 P 0.108 -1.080 -3.984
28 C 2.170 -2.139 -2.522
29 C 1.038 -2.416 -3.213
30 C 4.571 -0.903 -3.126
31 C 5.147 -2.167 -2.913
32 C 6.385 -2.490 -3.479
33 C 7.105 -1.520 -4.188
34 C 6.557 -0.239 -4.371
35 C 5.287 0.059 -3.875
36 C 2.970 -0.074 -0.783
37 C 1.785 0.220 -0.084
38 C 1.811 0.439 1.305
39 C 3.033 0.365 1.988
40 C 4.205 0.107 1.285
41 C 4.177 -0.110 -0.099
42 C -0.113 -1.995 -5.616
43 C 1.039 -2.296 -6.376
44 C 0.934 -3.025 -7.563
45 C -0.326 -3.469 -8.000
46 C -1.471 -3.198 -7.240
47 C -1.362 -2.462 -6.051
48 C -1.521 -1.364 -3.194
49 C -2.487 -0.361 -3.377
50 C -3.765 -0.517 -2.854
51 C -4.088 -1.663 -2.117
52 C -3.128 -2.657 -1.927
53 C -1.847 -2.514 -2.468
54 H 2.735 -2.915 -1.983
55 H 0.698 -3.442 -3.390
56 H 4.643 -2.927 -2.316
57 H 6.785 -3.499 -3.358
58 H 8.091 -1.760 -4.596
59 H 7.124 0.524 -4.910
60 H 4.839 1.040 -4.062
61 H 0.838 0.127 -0.672
62 H 0.883 0.537 1.909
63 H 3.046 0.489 3.079
64 H 5.158 0.048 1.808
65 H 5.093 -0.329 -0.640
66 H 2.028 -1.992 -6.022
67 H 1.830 -3.261 -8.147
68 H -0.413 -4.030 -8.934
69 H -2.453 -3.565 -7.562
70 H -2.259 -2.293 -5.452
71 H -2.234 0.524 -3.960
72 H -4.514 0.256 -3.025
73 H -5.083 -1.772 -1.688
74 H -3.369 -3.552 -1.351
75 H -1.117 -3.306 -2.330
76 F -3.164 5.547 6.484
77 C -2.638 4.955 5.356
78 C -3.449 4.069 4.651
79 C -2.933 3.494 3.446
80 C -1.635 3.768 3.094
81 C -0.802 4.580 3.811
82 C -1.329 5.220 4.985
83 H -4.445 3.789 5.025
84 H -3.577 2.854 2.832
85 H 0.233 4.758 3.517
86 H -0.712 5.860 5.618

Summary:
- Multiplicity: 1
- E_HOMO: -5.23 eV


# 3
Density functional theory data (ωB97M-V/def2-TZVPD) for the molecule C18H27N3O.

Cartesian coordinates (Å):
1 C -2.450 -4.023 0.584
2 C -2.714 -3.115 -0.611
3 C -1.826 -1.871 -0.625
4 C -2.110 -0.927 0.539
5 H -1.826 -1.406 1.476
6 H -3.176 -0.689 0.567
7 C -1.328 0.383 0.420
8 N -1.783 1.321 1.437
9 C -2.119 2.601 1.173
10 O -2.053 3.077 0.057
11 C -2.580 3.376 2.388
12 H -1.781 3.420 3.126
13 H -2.849 4.384 2.090
14 H -3.444 2.890 2.836
15 H -1.801 0.977 2.384
16 C 0.143 0.155 0.593
17 N 0.627 -0.827 1.304
18 C 1.987 -0.673 1.282
19 C 2.991 -1.436 1.868
20 C 4.293 -1.025 1.685
21 C 4.604 0.119 0.945
22 C 3.623 0.888 0.354
23 C 2.309 0.476 0.523
24 N 1.109 0.988 0.093
25 C 0.966 2.167 -0.722
26 C 1.415 1.968 -2.175
27 C 0.550 0.994 -2.979
28 C 0.956 -0.464 -2.795
29 H 0.855 -0.781 -1.762
30 H 1.992 -0.609 -3.096
31 H 0.330 -1.110 -3.408
32 H 0.641 1.244 -4.038
33 H -0.498 1.128 -2.704
34 H 1.378 2.951 -2.648
35 H 2.451 1.625 -2.196
36 H 1.578 2.957 -0.271
37 H -0.074 2.498 -0.701
38 H 3.873 1.774 -0.210
39 H 5.639 0.407 0.835
40 H 5.098 -1.594 2.126
41 H 2.745 -2.313 2.445
42 H -1.532 0.859 -0.544
43 H -1.984 -1.337 -1.565
44 H -0.780 -2.179 -0.582
45 H -2.531 -3.678 -1.530
46 H -3.764 -2.812 -0.615
47 H -3.015 -4.947 0.488
48 H -1.392 -4.269 0.644
49 H -2.743 -3.542 1.513

Summary:
- Multiplicity: 1
- E_HOMO: -8.43 eV
- SMILES string: CCCC[C@@H](NC(C)=O)c1nc2ccccc2n1CCCC


# 4
Density functional theory data (ωB97M-V/def2-TZVPD) for the molecule C2H6N2S3 in a non-equilibrium geometry.

Cartesian coordinates (Å):
1 C 0.475 -0.127 0.431
2 C -0.759 0.170 1.445
3 N 0.849 2.165 0.315
4 N 1.116 1.069 0.183
5 S 2.880 0.501 -0.647
6 S -2.925 0.345 -0.809
7 S -1.833 1.351 0.558
8 H 1.352 -0.869 0.778
9 H -0.023 -0.545 -0.407
10 H -1.333 -0.722 1.402
11 H -0.624 0.498 2.378
12 H 2.905 1.652 -1.129
13 H -2.497 0.930 -1.865

Summary:
- Multiplicity: 1
- E_HOMO: -8.17 eV


Number 1: E -95724.2806 eV, gap between HOMO and LUMO 2.75 eV. Number 2: E -65304.8449 eV, gap between HOMO and LUMO 4.54 eV. Number 3: E -25623.8633 eV, gap between HOMO and LUMO 9.20 eV. Number 4: E -37653.4477 eV, gap between HOMO and LUMO 8.40 eV.